# 1
Below is a structure of composition C19H44BF4O7P2STi, with properties calculated with ωB97M-V/def2-TZVPD.

The spin multiplicity is 1. For the total energy, the calculation gives -3631.32184 hartree. The molar mass comes out at 613.24 g mol⁻¹. Its total charge is +3. The energy above the lowest of the compared OMol25 structures with the same formula, charge and spin comes out at 5.5 kJ/mol. The LUMO energy (alpha / beta) is -19.225 / -19.208 eV.

Structure (XYZ):
```
79
Properties=species:S:1:pos:R:3:mulliken_charge:R:1
Ti 0.06 -0.43 1.22 1.717
C -3.39 3.72 -0.91 -1.428
C -2.01 3.39 -0.39 0.938
C -1.90 3.32 1.11 -1.173
O -1.69 2.01 -0.96 0.303
P -0.30 1.45 -1.26 -0.210
O 0.42 0.95 0.05 0.281
C -0.58 -0.02 -2.26 -0.390
P -1.28 -1.41 -1.36 -0.036
O -0.29 -1.63 -0.14 0.017
O -2.62 -0.99 -0.76 -0.203
C -4.04 -1.45 -1.14 0.538
C -4.89 -0.22 -1.04 -1.285
C -4.40 -2.57 -0.21 -1.336
O -1.45 -2.64 -2.22 -0.390
C -0.57 -3.54 -3.09 0.483
C 0.79 -3.68 -2.46 -1.216
C -0.58 -2.97 -4.49 -1.260
O 0.67 2.43 -1.91 -0.282
C 0.42 3.36 -3.10 0.646
C 1.10 4.65 -2.77 -1.418
C 0.95 2.66 -4.32 -1.314
H -3.66 4.72 -0.57 0.463
H -4.12 3.02 -0.52 0.272
H -3.42 3.71 -2.00 0.370
H -1.26 4.06 -0.82 -0.016
H -2.60 2.60 1.51 0.278
H -2.14 4.30 1.52 0.493
H -0.89 3.07 1.43 0.129
H 0.38 -0.32 -2.68 0.502
H -1.26 0.23 -3.08 0.526
H -3.95 -1.80 -2.17 0.322
H -4.91 0.16 -0.01 0.285
H -5.91 -0.48 -1.32 0.514
H -4.55 0.57 -1.71 0.287
H -4.42 -2.22 0.83 0.314
H -3.72 -3.41 -0.30 0.359
H -5.40 -2.92 -0.47 0.461
H -1.13 -4.47 -3.05 0.315
H 1.35 -2.74 -2.48 0.265
H 1.36 -4.41 -3.05 0.494
H 0.72 -4.06 -1.44 0.322
H -0.02 -2.03 -4.54 0.241
H -1.59 -2.81 -4.85 0.395
H -0.09 -3.68 -5.15 0.462
H -0.67 3.48 -3.15 0.251
H 2.18 4.50 -2.66 0.346
H 0.72 5.10 -1.85 0.341
H 0.94 5.35 -3.58 0.448
H 2.02 2.46 -4.22 0.338
H 0.80 3.31 -5.19 0.448
H 0.43 1.72 -4.53 0.320
F -1.32 0.06 2.14 -0.616
B -1.11 -2.17 3.86 0.390
F -0.54 -2.40 2.66 -0.176
F -0.43 -1.39 4.68 -0.181
F -2.27 -2.65 4.13 -0.151
C 5.61 -2.84 2.56 -1.208
C 4.61 -2.81 3.71 -0.374
C 3.18 -2.47 3.28 -0.593
S 3.09 -0.77 2.71 0.391
O 1.60 -0.67 2.11 -0.774
C 2.93 0.14 4.25 -0.631
C 3.02 1.65 4.07 -0.828
C 1.93 2.25 3.18 -0.782
H 6.58 -3.16 2.93 0.384
H 5.75 -1.86 2.10 0.353
H 5.30 -3.55 1.79 0.332
H 4.94 -2.14 4.50 0.281
H 4.54 -3.80 4.18 0.390
H 2.44 -2.57 4.08 0.346
H 2.88 -3.06 2.41 0.485
H 3.75 -0.24 4.85 0.517
H 1.98 -0.20 4.68 0.324
H 4.01 1.92 3.69 0.341
H 2.95 2.07 5.07 0.407
H 2.05 1.96 2.13 0.109
H 1.98 3.34 3.21 0.496
H 0.93 1.96 3.52 0.239
```

***

# 2
Below is a cluster of 2 separate species, C3H4N2O in total, with properties calculated with ωB97M-V/def2-TZVPD.

The spin multiplicity is 1. For the total energy, the calculation gives -301.30101 hartree. The molar mass comes out at 84.08 g mol⁻¹. The energy above the lowest of the compared OMol25 structures with the same formula, charge and spin comes out at 488.9 kJ/mol. The LUMO energy is -0.222 eV.

Structure (XYZ):
```
10
Properties=species:S:1:pos:R:3:mulliken_charge:R:1
N -1.00 -0.98 0.29 -0.528
C -0.50 -0.45 1.31 0.173
O 0.30 0.69 1.21 -0.209
C 0.12 1.62 0.28 -0.382
C 1.30 0.13 -1.90 0.172
N 2.28 0.63 -2.25 -0.359
H -1.56 -1.80 0.54 0.238
H -0.55 -0.78 2.35 0.385
H -0.80 1.29 -0.28 0.304
H 0.40 -0.34 -1.55 0.206
```